# C7H14N2

The molecule C7H14N2 in a non-equilibrium geometry (the ωB97M-V functional and the def2-TZVPD basis, the Open Molecules 2025 dataset).

Atoms and positions in Å:
C1 -0.7500 0.3936 -0.6057
C2 0.0845 0.0347 0.5798
C3 -0.0132 0.9821 1.7647
C4 2.5836 -0.9251 0.3358
C5 1.6694 0.2207 0.0033
N1 -0.5080 -0.2700 -1.8258
C6 -2.3079 -0.1035 -0.0007
C7 -3.1671 -0.7136 -0.7999
N2 1.9746 1.2421 -0.6623
H1 -0.7820 1.4736 -0.7619
H2 -0.0298 -1.0120 0.8659
H3 -0.4540 -1.2764 -1.7262
H4 0.1442 0.2275 -2.4161
H5 2.9761 1.3574 -0.8402
H6 -2.6160 0.1819 0.9999
H7 0.1232 2.0104 1.4362
H8 0.7567 0.7530 2.5003
H9 -0.9879 0.9022 2.2395
H10 2.2814 -1.8092 -0.2280
H11 3.6230 -0.6946 0.0920
H12 2.5225 -1.1643 1.3975
H13 -2.9389 -0.8740 -1.8448
H14 -4.1843 -0.9364 -0.5032

## Properties
charge = 0
multiplicity = 1
orbital gap = 9.66 eV
ΔE to the lowest compared entry with this formula, charge and spin = 45.3 kcal per mole
structure (SMILES) = [H]/N=C(\C)[C@@H](C)[C@@H](N)C=C
electronic energy = -10464.4041 eV